{"formula": "C84H213N13O29", "method": "ωB97M-V/def2-TZVPD", "elements": ["C", "O", "C", "C", "N", "C", "C", "O", "C", "H", "H", "H", "H", "H", "H", "H", "H", "H", "H", "H", "H", "H", "H", "H", "C", "O", "C", "C", "N", "C", "C", "O", "C", "H", "H", "H", "H", "H", "H", "H", "H", "H", "H", "H", "H", "H", "H", "H", "C", "O", "C", "C", "N", "C", "C", "O", "C", "H", "H", "H", "H", "H", "H", "H", "H", "H", "H", "H", "H", "H", "H", "H", "C", "O", "C", "C", "N", "C", "C", "O", "C", "H", "H", "H", "H", "H", "H", "H", "H", "H", "H", "H", "H", "H", "H", "H", "C", "O", "C", "C", "N", "C", "C", "O", "C", "H", "H", "H", "H", "H", "H", "H", "H", "H", "H", "H", "H", "H", "H", "H", "C", "O", "C", "C", "N", "C", "C", "O", "C", "H", "H", "H", "H", "H", "H", "H", "H", "H", "H", "H", "H", "H", "H", "H", "C", "O", "C", "C", "N", "C", "C", "O", "C", "H", "H", "H", "H", "H", "H", "H", "H", "H", "H", "H", "H", "H", "H", "H", "C", "O", "C", "C", "N", "C", "C", "O", "C", "H", "H", "H", "H", "H", "H", "H", "H", "H", "H", "H", "H", "H", "H", "H", "C", "O", "C", "C", "N", "C", "C", "O", "C", "H", "H", "H", "H", "H", "H", "H", "H", "H", "H", "H", "H", "H", "H", "H", "C", "O", "C", "C", "N", "C", "C", "O", "C", "H", "H", "H", "H", "H", "H", "H", "H", "H", "H", "H", "H", "H", "H", "H", "C", "O", "C", "C", "N", "C", "C", "O", "C", "H", "H", "H", "H", "H", "H", "H", "H", "H", "H", "H", "H", "H", "H", "H", "C", "O", "C", "C", "N", "C", "C", "O", "C", "H", "H", "H", "H", "H", "H", "H", "H", "H", "H", "H", "H", "H", "H", "H", "C", "O", "C", "C", "N", "C", "C", "O", "C", "H", "H", "H", "H", "H", "H", "H", "H", "H", "H", "H", "H", "H", "H", "H", "C", "C", "O", "H", "H", "H", "H", "H", "H", "C", "C", "O", "H", "H", "H", "H", "H", "H", "C", "C", "O", "H", "H", "H", "H", "H", "H"], "xyz": [[-4.1922, 2.0766, 3.7279], [-3.3156, 2.7019, 4.6465], [-2.2551, 3.2699, 3.8683], [-1.4816, 4.1127, 4.8286], [-0.7174, 5.1276, 4.1195], [0.3812, 5.8966, 4.7646], [1.7212, 5.1231, 4.7957], [2.6686, 6.1174, 5.2616], [3.8493, 5.4709, 5.6378], [-5.0749, 2.7684, 3.4633], [-4.6010, 1.1693, 4.1921], [-3.6504, 1.6804, 2.8553], [-2.7772, 3.9268, 3.1415], [-1.7110, 2.4830, 3.3629], [-0.7570, 3.4637, 5.5160], [-2.2584, 4.5657, 5.4346], [-0.4920, 4.8185, 3.1848], [0.1209, 6.0756, 5.7824], [0.5374, 6.8103, 4.2390], [2.1119, 4.7707, 3.8288], [1.7314, 4.2320, 5.5182], [4.5635, 6.1712, 5.9707], [4.2804, 4.9329, 4.8305], [3.7748, 4.7610, 6.4618], [-3.9963, -4.7841, -5.8781], [-4.2073, -3.4434, -5.6972], [-5.4994, -3.2013, -5.1065], [-5.5576, -1.7562, -4.7231], [-4.8409, -1.5512, -3.5013], [-4.1908, -0.2369, -3.3203], [-3.1763, 0.1057, -4.3469], [-2.2477, -0.8926, -4.5770], [-1.3992, -0.5289, -5.6640], [-4.9111, -5.3546, -6.1607], [-3.6154, -5.2308, -4.9227], [-3.3016, -4.8919, -6.6779], [-5.4430, -3.8512, -4.2217], [-6.3314, -3.5636, -5.7306], [-6.6406, -1.5577, -4.5309], [-5.2379, -1.0062, -5.5063], [-4.0674, -2.2375, -3.4813], [-3.7358, -0.0965, -2.3109], [-5.0017, 0.4499, -3.3558], [-2.6621, 1.0028, -4.1017], [-3.6534, 0.4002, -5.2589], [-0.7887, -1.3796, -5.8420], [-0.7179, 0.2711, -5.2945], [-2.0055, -0.2012, -6.5041], [-7.2348, -5.1727, 4.9497], [-7.4953, -3.9789, 4.1818], [-6.8530, -2.8216, 4.6762], [-7.3329, -1.5756, 3.9152], [-6.9921, -1.7925, 2.4460], [-7.4254, -0.6925, 1.6127], [-7.1794, -1.0935, 0.2129], [-7.8997, -2.3894, 0.0161], [-7.9125, -2.8376, -1.3101], [-7.7160, -5.0776, 5.9055], [-6.1904, -5.3653, 5.0970], [-7.6196, -6.0903, 4.4171], [-5.7596, -2.9255, 4.5355], [-7.0985, -2.6409, 5.7300], [-6.8323, -0.6732, 4.3737], [-8.4453, -1.3911, 4.1274], [-7.4016, -2.6432, 2.1178], [-6.7668, 0.1784, 1.8559], [-8.4583, -0.3346, 1.8060], [-6.1261, -1.2655, -0.0169], [-7.5846, -0.3677, -0.4929], [-6.9587, -3.1766, -1.5752], [-8.1726, -2.0725, -1.9818], [-8.6362, -3.6702, -1.3315], [5.4706, -1.6105, -3.0731], [6.8537, -1.3734, -3.4251], [7.5339, -2.5220, -3.9002], [7.7261, -2.4649, -5.4384], [6.4040, -2.8520, -6.0514], [6.4813, -3.6347, -7.2255], [6.8366, -5.0883, -6.9744], [6.2032, -5.5598, -5.7894], [6.2597, -6.9452, -5.7509], [5.4484, -1.9993, -2.0528], [4.9932, -2.1118, -3.8802], [5.0170, -0.6101, -3.0550], [6.9506, -3.4579, -3.6012], [8.5274, -2.5239, -3.3673], [8.4831, -3.1823, -5.6741], [7.9778, -1.4400, -5.6616], [5.9563, -3.4203, -5.3941], [7.1914, -3.1957, -7.8879], [5.4886, -3.5466, -7.7394], [7.8718, -5.0941, -6.7460], [6.6175, -5.8555, -7.8376], [7.2237, -7.3545, -5.5213], [5.9431, -7.4082, -6.7332], [5.5017, -7.2929, -5.0427], [4.7082, 2.2956, 1.6695], [3.4315, 2.2981, 1.1124], [2.9061, 3.6325, 0.9378], [1.5437, 3.3513, 0.3146], [0.7917, 4.5840, 0.4812], [-0.6517, 4.4546, 0.3946], [-1.2461, 5.8185, 0.2999], [-2.5589, 5.8083, 0.0263], [-3.4335, 6.2423, 1.0431], [5.0683, 1.2638, 1.7627], [4.6601, 2.5988, 2.6907], [5.3944, 2.9192, 1.0606], [3.5104, 4.2672, 0.2726], [2.8104, 4.0771, 1.9147], [1.0505, 2.4827, 0.7549], [1.7803, 3.0875, -0.6823], [1.1729, 5.2145, -0.2073], [-0.9755, 3.8915, 1.2769], [-0.9591, 3.9038, -0.5179], [-0.7772, 6.2051, -0.6863], [-0.8998, 6.5124, 1.0722], [-3.2118, 7.3633, 1.2739], [-3.3469, 5.5913, 1.9657], [-4.4237, 6.0810, 0.6509], [3.3660, -1.5279, 1.6285], [4.3422, -1.4534, 2.7260], [5.4987, -2.2168, 2.4465], [6.5040, -1.9495, 3.4968], [7.0051, -0.5623, 3.4364], [7.4524, -0.0272, 4.6966], [8.0933, 1.3651, 4.6629], [7.0410, 2.3341, 4.6001], [7.4816, 3.6086, 4.4148], [3.0648, -2.5589, 1.4905], [3.8565, -1.0940, 0.7051], [2.5520, -0.9370, 1.9766], [5.9748, -1.9511, 1.5462], [5.3280, -3.2946, 2.3873], [7.3961, -2.6187, 3.4042], [6.0125, -2.2140, 4.4034], [6.2950, 0.0461, 3.1132], [8.2678, -0.7234, 4.9988], [6.6285, -0.1268, 5.4951], [8.7832, 1.4832, 3.7650], [8.6773, 1.6074, 5.5109], [8.3516, 3.9162, 4.9857], [6.7304, 4.3225, 4.7096], [7.7102, 3.8161, 3.4083], [-3.2215, -3.1569, -0.3788], [-2.4444, -4.1110, -0.9687], [-2.4707, -4.2278, -2.3910], [-1.3181, -5.0160, -2.9511], [-0.0150, -4.3440, -2.9972], [0.5986, -4.2874, -1.6550], [2.0627, -4.3425, -1.8954], [2.7011, -4.2010, -0.6217], [4.0467, -4.5902, -0.8104], [-3.0613, -2.1383, -0.8793], [-2.8744, -3.0660, 0.6449], [-4.2891, -3.4258, -0.3461], [-2.2703, -3.2027, -2.7221], [-3.4222, -4.5281, -2.6708], [-1.5273, -5.1343, -4.0137], [-1.1653, -5.9768, -2.4498], [-0.1253, -3.3934, -3.3844], [0.2630, -5.1325, -1.0644], [0.2584, -3.3647, -1.0507], [2.4127, -3.5342, -2.5344], [2.4340, -5.2908, -2.3135], [4.7370, -4.2098, -0.0620], [4.5051, -4.2291, -1.7255], [4.2163, -5.6837, -0.8268], [-2.8946, 0.0622, 6.7145], [-3.2140, -1.1439, 6.0760], [-3.2321, -2.2555, 6.9635], [-1.8589, -2.8546, 7.2204], [-1.0990, -3.3168, 6.0608], [-1.7024, -4.5339, 5.4017], [-0.8550, -4.8227, 4.1529], [-1.0914, -3.8698, 3.1224], [-0.3769, -4.1027, 1.9041], [-3.5017, 0.4084, 7.5935], [-3.0356, 0.8922, 6.0093], [-1.8745, -0.0043, 7.0387], [-3.8937, -3.1391, 6.6474], [-3.5956, -1.9615, 7.9583], [-1.9374, -3.6565, 7.9952], [-1.2202, -2.1036, 7.6875], [-1.1967, -2.5829, 5.4257], [-2.7703, -4.4345, 5.1790], [-1.4692, -5.4016, 6.0000], [-0.9150, -5.8883, 3.8268], [0.1981, -4.6901, 4.4711], [-0.4657, -5.0874, 1.5670], [0.7060, -3.8880, 2.0596], [-0.8305, -3.4343, 1.1862], [-0.1393, 0.3771, 9.8400], [0.9756, 0.3072, 8.9940], [2.2032, 0.4929, 9.6693], [3.2443, -0.1851, 8.9289], [3.3451, 0.1887, 7.5134], [3.8701, 1.4531, 7.0730], [3.6118, 1.5995, 5.6206], [2.2508, 1.7374, 5.3956], [1.6126, 1.7677, 4.1520], [-0.1243, 1.3267, 10.4190], [-0.2601, -0.4248, 10.5597], [-1.0553, 0.4961, 9.2130], [2.1186, 0.1984, 10.7100], [2.4398, 1.5608, 9.7849], [3.0478, -1.2829, 8.9666], [4.1984, -0.0899, 9.4551], [2.4846, 0.0041, 7.0030], [4.9459, 1.4339, 7.1906], [3.4108, 2.3066, 7.5133], [3.9884, 0.6840, 5.0900], [4.1732, 2.4149, 5.0945], [2.2244, 1.3137, 3.3267], [1.2942, 2.8367, 3.9688], [0.6921, 1.0862, 4.1813], [-7.8423, 2.0775, -6.5824], [-6.5326, 1.7442, -6.1761], [-5.5377, 2.7133, -6.5274], [-5.4718, 3.7626, -5.4427], [-5.0884, 3.1797, -4.1832], [-5.2267, 4.0927, -3.0323], [-4.5809, 3.4897, -1.8126], [-5.1986, 2.2616, -1.5147], [-4.7255, 1.6185, -0.3351], [-8.1536, 3.0761, -6.2837], [-8.6092, 1.4133, -6.1696], [-7.9902, 2.0420, -7.6613], [-5.7392, 3.1777, -7.4499], [-4.6014, 2.1440, -6.5704], [-6.5134, 4.2262, -5.3762], [-4.7915, 4.5293, -5.7419], [-5.6557, 2.4444, -3.9754], [-6.2845, 4.3852, -2.7958], [-4.8068, 5.0441, -3.3007], [-4.6576, 4.1610, -0.9542], [-3.4716, 3.2910, -1.9632], [-4.3974, 2.3608, 0.4029], [-3.8425, 0.9791, -0.4741], [-5.5732, 1.0587, 0.0691], [0.3440, 2.0240, -9.0909], [-0.1138, 2.9527, -8.1114], [-1.5105, 3.1562, -8.2930], [-1.9307, 4.3147, -7.4853], [-1.7383, 3.9003, -6.1422], [-1.8553, 4.9516, -5.1344], [-1.3826, 4.4735, -3.8002], [0.0402, 4.4884, -3.7680], [0.5383, 3.3757, -3.0451], [-0.2366, 1.0317, -9.0589], [1.4396, 1.9434, -8.9801], [0.1808, 2.4002, -10.1176], [-2.0544, 2.2781, -7.9812], [-1.7206, 3.2562, -9.3400], [-3.0133, 4.3777, -7.6566], [-1.4211, 5.2594, -7.7328], [-0.9932, 3.2501, -5.9942], [-2.8521, 5.3434, -5.0308], [-1.2253, 5.8894, -5.3684], [-1.5732, 3.3894, -3.5800], [-1.8509, 5.1489, -3.0529], [0.1398, 2.4137, -3.4505], [0.1206, 3.4257, -2.0531], [1.6743, 3.3145, -3.0083], [1.8768, 0.0863, -3.0645], [0.4545, -0.0843, -3.1544], [-0.0226, -0.8228, -2.0553], [0.1836, -0.0237, -0.7672], [-0.5940, -0.5159, 0.3187], [-0.6296, 0.2964, 1.4659], [-1.5151, -0.3573, 2.5381], [-2.7931, -0.7021, 2.0554], [-3.5324, -1.4707, 3.0195], [2.1022, 0.8691, -2.3128], [2.2730, 0.4223, -4.0398], [2.2697, -0.8669, -2.7079], [0.5246, -1.7872, -1.9381], [-1.1630, -1.0420, -2.1032], [-0.0582, 1.0244, -0.9397], [1.2855, -0.0973, -0.5778], [-1.5694, -0.6990, 0.0139], [-1.0418, 1.3016, 1.2340], [0.3924, 0.3245, 1.9076], [-1.5614, 0.3186, 3.4178], [-1.0495, -1.2978, 2.8152], [-3.0140, -2.4259, 3.1126], [-4.5391, -1.7530, 2.7063], [-3.6137, -1.0316, 4.0052], [7.2748, 2.0968, -6.0940], [6.1114, 1.6216, -6.7548], [5.6946, 0.4152, -6.1294], [4.2146, 0.1555, -6.4372], [3.8929, -1.1943, -5.9571], [2.6264, -1.5223, -6.4062], [1.9957, -2.5621, -5.5851], [2.9151, -3.7362, -5.5489], [2.5369, -4.7313, -6.5058], [7.0783, 2.2742, -5.0676], [7.5547, 3.0022, -6.5827], [8.0336, 1.2841, -6.1532], [5.7643, 0.3943, -5.0309], [6.3918, -0.3145, -6.4552], [4.0913, 0.2114, -7.5228], [3.5397, 0.9202, -5.9107], [4.6224, -1.7941, -6.3878], [2.6592, -1.8542, -7.4492], [2.0124, -0.6413, -6.4173], [0.9598, -2.8146, -5.9463], [1.9756, -2.2451, -4.5434], [3.3747, -5.4129, -6.4471], [2.5625, -4.3106, -7.4758], [1.5535, -5.2521, -6.2926], [1.6945, -1.3964, 4.5393], [2.5570, -2.5187, 5.0825], [1.9514, -3.2161, 6.1673], [1.3853, -0.7675, 5.4331], [0.8625, -1.8033, 3.9311], [2.3410, -0.8656, 3.8518], [3.4838, -2.1274, 5.4823], [2.7656, -3.1450, 4.1940], [0.9895, -3.3866, 6.1701], [6.2632, 2.0613, -2.2820], [4.9421, 2.2782, -3.0489], [4.4239, 3.5638, -2.7225], [7.1706, 2.6390, -2.5796], [6.4792, 0.9637, -2.3585], [6.1552, 2.2730, -1.2402], [4.2530, 1.4749, -2.8165], [5.1178, 2.1170, -4.1460], [4.4134, 4.0841, -3.4770], [-5.7995, 2.5645, 8.4365], [-6.9746, 1.5272, 8.4262], [-7.1599, 0.7755, 7.2797], [-6.1365, 3.5284, 8.0330], [-4.8313, 2.2855, 7.9817], [-5.5294, 2.7234, 9.4926], [-7.8692, 1.9818, 8.7429], [-6.6492, 0.7916, 9.2394], [-7.4252, 1.3348, 6.5551]], "atomic_forces_ev_per_a": [[-1.4, -0.2, 0.2], [0.2, -0.5, -0.9], [-1.3, 0.7, 0.7], [2.5, -0.4, 1.2], [0.0, 0.7, -0.2], [-0.1, -3.0, -1.0], [0.5, 0.5, 1.2], [-0.4, -1.0, 0.3], [-0.1, -0.2, 0.5], [1.4, -0.9, 0.0], [-0.2, 0.3, 0.1], [-0.3, 0.4, -0.1], [0.7, -0.2, -0.1], [0.4, -0.1, -0.2], [-1.6, 0.9, -1.1], [0.2, 0.2, 0.5], [0.4, 0.1, 0.0], [-0.3, 0.4, 0.7], [0.0, 0.7, -0.3], [-0.6, 0.1, 0.0], [-0.2, 1.1, -0.9], [0.8, 1.2, 0.2], [0.4, -0.6, -1.1], [-0.7, -0.2, 0.2], [-0.3, -1.5, 0.9], [-1.2, 1.3, -0.5], [1.6, -0.6, -0.1], [-1.6, 1.2, -0.3], [2.2, -0.6, 1.5], [-0.4, -0.9, 0.8], [-0.1, 0.6, -0.5], [0.4, -0.9, -0.4], [0.0, 0.8, 1.8], [0.3, 0.4, 0.1], [-0.1, 0.0, -0.7], [0.8, -0.3, -0.5], [-0.8, 0.3, 0.4], [0.3, 0.3, -0.2], [0.5, 0.2, -0.2], [-0.3, -1.2, 0.2], [-0.6, 0.4, 0.0], [-0.5, -0.7, -0.5], [-0.4, 1.0, -0.1], [0.6, 1.2, 0.8], [-0.6, -0.1, -1.1], [0.4, -0.8, -0.6], [-0.4, -0.1, -0.5], [0.1, -0.1, -0.4], [-0.8, 0.0, -1.3], [0.0, -0.9, 0.1], [0.0, 0.6, 0.0], [-0.3, -0.5, -0.7], [-0.3, 1.4, 2.5], [0.8, 0.7, 1.1], [-1.2, -1.8, -1.5], [0.5, 1.9, 0.8], [-0.9, -0.9, 1.4], [-0.3, -0.1, 0.6], [0.9, 0.2, 0.1], [0.1, 1.3, 0.3], [-0.3, 0.1, 0.2], [0.2, -0.3, 0.1], [-0.1, -0.9, -0.8], [1.2, -0.4, -0.5], [-0.4, -0.5, 0.0], [-0.4, -0.4, -0.2], [0.2, -0.4, -0.3], [0.1, 0.1, 0.2], [0.0, 0.1, -0.2], [1.6, -0.7, -0.6], [-0.7, 1.1, -1.1], [0.3, 0.4, -0.2], [1.4, 1.8, 0.3], [-0.5, -0.1, 0.0], [0.3, -0.4, 0.6], [-2.2, -0.8, 1.5], [1.9, 1.7, 0.4], [-1.8, -0.6, -1.4], [-0.6, -1.1, -0.7], [-0.3, 0.4, -0.7], [-1.7, -1.2, -0.7], [-0.4, -0.5, -0.2], [-0.7, -0.9, -0.2], [0.0, -0.2, 0.1], [0.9, 0.9, -0.4], [-0.8, -0.2, -0.6], [0.8, -0.3, -0.5], [0.3, 0.2, -0.5], [-1.1, -0.8, 1.3], [0.7, 0.2, -0.7], [0.6, -0.3, 0.2], [1.5, -0.4, -0.2], [0.4, 1.8, 1.3], [0.8, -0.1, 0.3], [0.3, 0.5, 0.7], [0.3, 0.1, 0.2], [0.5, -0.5, -0.5], [0.0, 0.5, -0.7], [-0.4, -2.2, 0.1], [0.6, 0.9, 1.4], [-0.2, -0.4, -0.1], [0.6, -0.8, -0.1], [2.9, 1.1, -2.3], [-2.8, -0.1, -0.1], [0.9, 0.7, 1.0], [0.0, 0.1, -0.6], [0.2, 0.9, 1.0], [-0.1, -0.3, 0.5], [0.1, -0.3, 0.2], [-0.1, 0.4, 0.4], [0.1, 0.3, 0.4], [-0.2, -0.3, -1.4], [-0.4, 0.5, -0.2], [-0.2, 0.0, -0.1], [-0.2, 0.0, 0.4], [-0.2, -0.1, 1.4], [-0.3, -0.2, 0.3], [-0.6, -1.9, -0.1], [0.1, 0.9, -0.7], [-0.4, 0.4, -0.1], [2.4, 0.3, 0.3], [-0.5, -0.3, -1.2], [-0.1, -0.3, 0.4], [1.7, 0.4, 0.2], [0.2, -0.2, -0.2], [0.7, -1.2, 1.6], [-1.0, 0.0, -2.2], [-0.4, -1.6, 0.3], [0.2, 1.5, 0.6], [-0.1, -0.2, -0.3], [-0.8, -0.5, 0.8], [-0.7, 0.5, -0.2], [0.2, 0.7, -1.8], [-0.5, -0.1, 0.1], [-0.7, 0.3, -0.1], [-0.3, 0.1, 1.4], [-1.1, 0.4, -0.6], [-0.4, 0.4, 0.3], [1.1, 0.5, -0.8], [-0.8, -0.3, 0.7], [0.7, -0.2, 1.2], [0.5, -0.4, 0.5], [-0.7, 0.1, 0.1], [0.4, 0.2, -1.7], [-0.5, 1.8, -0.1], [1.5, -2.0, -0.4], [1.9, 2.2, 1.7], [0.4, 0.1, -0.8], [-0.6, 0.2, 1.0], [-1.0, 1.3, -0.3], [0.8, 0.0, 1.3], [1.2, -0.1, -0.3], [1.0, -0.4, 0.4], [-0.5, -1.0, 0.5], [-0.1, 0.1, 0.2], [0.0, 0.2, -0.3], [-0.4, 0.2, -0.6], [-1.9, -0.9, -1.0], [-0.5, -0.6, 0.0], [-0.2, 0.0, -0.2], [0.1, -0.6, 0.3], [0.0, -0.3, 0.0], [0.8, -1.3, -0.7], [-0.1, 0.2, -0.4], [-0.7, 0.1, -0.3], [-0.5, 0.2, 0.6], [-0.4, 0.3, -0.6], [-0.5, 0.2, 0.1], [-0.3, 1.2, 0.3], [-1.0, -1.0, 0.4], [-0.4, -1.4, 0.5], [0.8, -0.1, 0.9], [-1.1, -2.3, 0.8], [1.6, 0.9, -0.8], [0.8, 0.3, -0.1], [-0.5, -0.7, 0.0], [0.6, 1.7, 1.5], [0.0, -1.1, -0.5], [0.4, -0.4, -0.1], [0.8, 0.4, 0.2], [0.5, 1.7, -0.3], [-0.3, 0.2, -0.2], [-0.1, 0.4, -0.7], [0.0, 0.2, 0.1], [0.1, 1.5, -1.7], [0.1, -0.1, 0.0], [-0.4, -0.2, 0.7], [-0.5, 0.7, -0.1], [-0.2, -0.2, 0.0], [-0.3, -1.8, -0.5], [-0.5, 0.0, -0.3], [0.3, 0.2, -0.3], [-1.0, 1.9, -0.3], [-0.3, -0.4, 0.1], [-1.3, 1.7, 1.0], [1.3, -1.8, -1.3], [-0.2, -0.9, 0.0], [0.3, -0.5, 0.0], [1.4, -0.6, -3.2], [-1.6, 0.0, 1.2], [-0.6, -0.5, -0.8], [0.1, -0.3, -0.1], [0.2, -0.5, 0.0], [0.7, -0.5, 0.3], [0.1, -0.7, 0.3], [-0.2, 0.3, -0.4], [0.0, 0.6, -0.2], [0.2, 0.3, -0.3], [0.1, -0.1, 0.5], [0.4, 0.4, 0.3], [-0.2, 1.0, 1.0], [-0.2, 0.3, 0.3], [-0.2, -0.2, 0.9], [-0.2, 0.8, 0.5], [0.3, -1.3, -0.4], [1.0, 1.1, 0.2], [-0.6, 0.2, -0.2], [-0.4, -0.2, -0.3], [0.1, -1.0, 1.8], [-1.8, -0.1, 0.2], [1.8, 2.8, 0.3], [-0.6, -0.3, -0.5], [1.6, -0.3, 0.2], [-0.3, -0.5, 0.2], [-0.1, 0.7, 0.0], [0.2, 0.3, 0.2], [0.6, -0.2, 0.2], [0.4, -0.1, -0.3], [-0.3, 0.5, -1.5], [0.0, 0.3, -0.1], [1.0, -0.2, -0.1], [0.6, 0.6, -0.1], [-1.8, -2.8, 0.3], [0.4, -0.6, -0.2], [0.8, 0.5, 0.0], [-0.1, 0.2, 0.1], [-1.0, 0.4, -0.1], [-0.3, 0.1, 0.1], [-0.3, -0.1, -0.4], [0.4, -0.1, 0.0], [-0.2, -0.4, -0.2], [-0.1, -0.7, -0.8], [1.0, -0.2, -0.7], [-0.6, -0.3, 0.2], [-1.1, 1.2, 1.7], [1.6, 0.2, -0.8], [0.3, -0.8, 0.7], [0.8, 0.3, -0.2], [0.5, -0.7, -0.3], [1.1, 1.1, 0.3], [-0.6, -0.4, 0.2], [-0.1, 0.1, 0.3], [-0.3, -0.5, 0.4], [-0.1, 0.4, -0.8], [0.0, 0.6, -0.1], [-0.1, -0.2, -0.2], [0.6, 0.2, 0.0], [-0.8, -0.2, -0.2], [-0.6, -1.2, 0.1], [-1.1, 1.0, -0.3], [0.5, -0.5, 0.2], [0.4, 0.5, -0.1], [0.3, 0.0, 0.7], [-1.5, 0.5, -0.2], [-0.8, 0.6, 0.3], [0.1, -0.2, -0.5], [-1.5, -0.2, 1.1], [1.1, -0.1, -0.4], [-1.1, -1.9, -1.0], [-0.5, 0.1, 1.4], [0.4, -0.1, 0.1], [-0.9, 0.8, -0.1], [0.4, -0.9, -0.3], [0.1, -0.3, -0.3], [-0.2, -0.5, 0.4], [0.6, 0.0, -0.3], [-0.4, 0.6, -0.3], [1.8, 0.4, -0.7], [0.1, 0.5, -0.4], [-0.8, 0.3, 0.5], [0.9, 0.1, 0.2], [0.4, 0.1, 0.2], [-0.5, 0.5, -0.2], [-0.1, -0.3, -0.2], [0.4, -0.1, 0.4], [0.2, -0.1, 0.3], [0.0, 0.7, -0.7], [0.3, 0.5, 0.0], [-0.1, -1.5, -1.1], [-0.4, 0.4, 0.9], [-1.2, 1.0, 0.4], [0.7, 0.2, 0.6], [2.7, 1.3, 0.1], [-1.5, -0.6, -1.5], [0.1, -2.1, 0.8], [-2.0, 0.7, -0.4], [0.2, -0.3, 1.6], [-0.2, 0.3, 1.2], [0.5, 0.5, -0.3], [0.1, 0.7, 0.0], [0.3, 0.5, -0.1], [0.2, -1.3, -0.5], [-0.3, 0.3, -0.2], [1.0, -0.9, -0.8], [-0.6, 0.2, 0.9], [-0.2, -0.1, -0.4], [-0.6, 0.6, 0.1], [1.0, -0.1, 0.4], [-0.3, 0.1, 0.0], [-0.1, -0.7, -0.1], [-0.4, 0.4, -1.3], [1.0, 0.7, -0.1], [-0.1, 0.1, 1.0], [-1.3, -0.4, -0.3], [0.5, -0.4, 0.4], [0.0, -0.5, -1.4], [0.1, 0.3, 0.6], [-0.1, 0.6, 0.2], [0.2, 0.1, 0.0], [0.2, -0.4, 0.6], [0.2, 0.5, -0.8], [0.3, -1.3, -0.8], [1.7, 0.2, -0.6], [-0.4, -1.7, 1.9], [-0.9, -0.3, -0.4], [0.3, 0.9, 0.0], [-0.5, 0.1, 0.8], [-0.4, 0.1, 0.6], [-0.2, 0.7, 0.8], [-0.1, 1.5, -2.2], [-0.4, 0.2, 0.3], [3.3, -0.9, 1.8], [0.1, -0.7, -0.7], [0.3, -0.2, -0.1], [-0.8, -0.3, -0.2], [-0.3, 0.2, -0.2], [-1.2, 0.8, 0.5], [-0.8, 0.6, -1.1], [-0.1, 0.3, -0.3]], "total_energy_ha": -6221.2002, "homo_energy_ev": -8.10, "orbital_gap_ev": 8.7, "de_lowest_kj_mol": 145.0}